The following is a quantum chemistry calculation of a cluster of 3 separate species, C5H13NO in total at a distorted geometry, from the Open Molecules 2025 dataset.

As for the energy relative to the best compared isomer or geometry (same formula, charge and spin): 212.1 kcal per mole. The largest force on an atom is 5.3 eV/Å.

XYZ file:
```
20
Properties=species:S:1:pos:R:3:forces:R:3
H 0.553880 -0.520462 1.149540 0.775 -1.697 -0.669
H 0.660955 -1.589368 -0.079473 0.816 0.068 -0.825
H -0.718950 -1.332486 -0.952792 -0.451 0.201 -0.982
H -3.185192 -0.351757 0.070778 0.927 0.646 1.201
N 0.974038 -0.148658 -1.728414 -0.812 -2.569 0.424
C 0.347947 -1.381163 -1.116948 0.482 0.414 0.066
H -0.670489 2.735017 0.165284 0.414 -1.100 0.021
C 0.065464 0.350560 1.391684 -3.994 0.940 3.308
H 1.899190 -0.090885 -1.282268 0.763 0.044 0.668
H -0.345254 0.315189 2.430457 0.066 -0.912 -0.349
H 0.798324 1.017846 1.647403 1.906 2.479 -0.873
H -1.093077 1.841236 -1.343251 -0.768 -0.291 0.108
H -2.274065 -0.865687 1.677732 0.063 0.086 -0.235
H 3.688340 -0.203788 0.002437 -1.429 -0.301 0.367
H 0.464458 0.690897 -1.600142 -0.773 0.845 -0.031
C -1.199900 0.665478 0.555646 -1.517 -3.275 2.032
O 2.721926 -0.381682 0.163537 1.395 0.477 -0.315
H 0.618237 -2.280870 -1.690103 -0.201 0.466 -0.062
C -0.973011 1.754402 -0.263916 -0.075 1.224 -1.202
C -2.332821 -0.223818 0.802809 2.413 2.256 -2.651
```
Forces are in eV/Å.

Results of the natural (NBO) charge analysis, in e, for atoms 1 through 4: atom 1 (H): 0.27, atom 2 (H): 0.21, atom 3 (H): 0.18, atom 4 (H): 0.22

The following is a quantum chemistry calculation of a cluster of 2 separate species, C5H13NO in total, from the Open Molecules 2025 dataset.

As for the energy relative to the best compared isomer or geometry (same formula, charge and spin): 11.8 kcal per mole. The SMILES is C[C@@H]1CCCN1.O. The largest force on an atom is 0.8 eV/Å.

XYZ file:
```
20
Properties=species:S:1:pos:R:3:forces:R:3
C -1.158897 0.358010 -1.128926 0.010 -0.497 0.152
C 0.101631 1.210791 -1.099518 0.146 0.493 -0.536
C 0.388552 -0.762258 1.988988 0.174 0.647 0.091
O 1.900019 -1.711555 -1.505190 -0.178 0.079 0.582
H -0.360247 -0.961864 2.746618 -0.101 -0.353 0.173
C -0.133362 0.338123 1.092860 0.090 0.518 -0.102
H -2.246903 0.533973 0.750072 -0.430 0.023 0.135
H 1.295573 -0.426823 2.502257 -0.030 -0.153 -0.068
H -1.604433 -1.090814 0.455455 -0.280 -0.124 -0.101
H -0.951654 -0.556014 -1.670913 0.138 -0.218 -0.268
C -1.427829 -0.027718 0.331527 0.707 0.320 0.220
H 1.503539 1.343300 0.426739 0.264 0.014 -0.278
H 1.399552 -1.076575 -0.941279 0.487 -0.105 -0.502
N 0.848296 0.681219 0.037048 -0.471 -0.393 0.227
H -2.008386 0.807239 -1.626499 -0.097 0.324 -0.014
H 1.586364 -1.629468 -2.406336 -0.175 0.146 -0.031
H -0.120400 2.291908 -1.035355 -0.081 -0.261 0.229
H -0.303645 1.234774 1.715227 -0.164 -0.168 -0.102
H 0.617521 -1.636835 1.394290 -0.007 -0.348 0.011
H 0.674718 1.080585 -2.027061 -0.003 0.053 0.183
```
Forces are in eV/Å.

Results of the natural (NBO) charge analysis, in e, for atoms 1 through 4: atom 1 (C): -0.42, atom 2 (C): -0.23, atom 3 (C): -0.61, atom 4 (O): -0.97

The following is a quantum chemistry calculation of a cluster of 2 separate species, C5H13NO in total at a distorted geometry, from the Open Molecules 2025 dataset.

As for the energy relative to the best compared isomer or geometry (same formula, charge and spin): 42.1 kcal per mole. The SMILES is CN1CCCC1.O. The largest force on an atom is 2.7 eV/Å.

XYZ file:
```
20
Properties=species:S:1:pos:R:3:forces:R:3
H -4.601151 -0.599966 -3.173498 -0.077 0.081 0.127
H 1.389688 -0.834015 2.920888 -0.072 0.172 -0.423
N 0.949548 0.360769 1.251927 -0.472 -0.775 0.508
C 0.547428 -0.293664 2.460085 -0.364 0.490 2.118
C 2.006192 -0.061925 -0.862027 -0.479 -0.303 0.706
C 2.166971 -0.220774 0.672208 0.146 1.021 -0.439
O -4.798549 -0.453285 -2.241304 0.072 -0.071 -0.050
C -0.026331 0.799875 0.253538 -0.843 -1.232 -0.559
H 2.955844 0.389382 1.103412 0.686 -0.167 -0.302
H 0.278541 0.435275 3.276751 -0.010 -0.401 -0.770
H -0.018728 1.878999 0.159132 0.130 0.334 -0.141
H -0.280342 -1.029706 2.453005 0.083 0.231 -0.651
H 0.274747 0.527501 -2.004711 0.035 0.232 1.140
H -1.143580 0.520382 0.412322 1.921 0.172 0.314
C 0.481135 0.050828 -0.999859 -0.820 1.264 -2.282
H -5.394845 0.300536 -2.213902 0.013 -0.009 -0.074
H 2.506361 0.776040 -1.373285 -0.225 0.113 0.801
H -0.149477 -0.826823 -1.145067 0.748 -0.722 0.567
H 2.423344 -0.917199 -1.348860 0.051 -0.776 -0.386
H 2.379900 -1.268926 0.967129 -0.523 0.347 -0.204
```
Forces are in eV/Å.

Results of the natural (NBO) charge analysis, in e, for atoms 1 through 4: atom 1 (H): 0.47, atom 2 (H): 0.20, atom 3 (N): -0.47, atom 4 (C): -0.40

The following is a quantum chemistry calculation of a cluster of 2 separate species, C5H13NO in total at a distorted geometry, from the Open Molecules 2025 dataset.

As for the energy relative to the best compared isomer or geometry (same formula, charge and spin): 57.1 kcal per mole. The SMILES is C[C@H](N)O.C=CC. The largest force on an atom is 3.1 eV/Å.

XYZ file:
```
20
Properties=species:S:1:pos:R:3:forces:R:3
H -0.171272 -1.681967 0.390334 -2.107 0.839 0.811
H -2.293181 0.700389 -1.658865 0.083 0.016 -0.054
H -0.179103 0.279049 -0.331444 -2.450 -0.055 0.601
O -1.625553 1.042844 0.953301 -0.390 0.444 0.152
H -2.564971 1.255351 0.892922 0.112 -0.241 -0.045
C -2.174874 -0.228944 -1.102257 -0.227 0.260 0.518
C 1.571455 0.095762 -0.410890 2.028 -1.315 0.425
H 1.888226 -2.010273 -0.450476 -0.451 -0.143 -0.089
H -3.159239 -0.568363 -0.775355 -0.081 -0.086 -0.022
H -1.751937 -0.987088 -1.756726 0.043 -0.047 -0.002
C -1.278462 -0.015893 0.107349 2.475 0.868 -1.575
C 1.949833 1.370368 0.293293 -0.716 0.103 0.092
H 2.957325 1.686815 0.008598 -0.064 -0.147 0.020
H 1.592885 0.160715 -1.495451 -0.485 -0.082 -0.027
H 1.894847 1.251725 1.375101 0.125 -0.020 0.022
H -0.674608 -0.984686 1.755478 -0.325 0.297 0.058
H 1.266075 2.176061 0.026960 0.008 0.118 -0.001
H 2.080326 -1.209306 1.180902 -0.348 -0.003 0.203
N -1.054591 -1.199442 0.836654 1.732 -2.174 -0.296
C 1.726818 -1.133116 0.160571 1.038 1.368 -0.788
```
Forces are in eV/Å.

Results of the natural (NBO) charge analysis, in e, for atoms 1 through 4: atom 1 (H): 0.37, atom 2 (H): 0.21, atom 3 (H): 0.15, atom 4 (O): -0.73

The following is a quantum chemistry calculation of an isolated molecule of C5H13NO at a distorted geometry, from the Open Molecules 2025 dataset.

As for the energy relative to the best compared isomer or geometry (same formula, charge and spin): 25.1 kcal per mole. The SMILES is CN[C@H](C)[C@@H](C)O. The largest force on an atom is 1.9 eV/Å.

XYZ file:
```
20
Properties=species:S:1:pos:R:3:forces:R:3
C -0.290134 0.542989 2.196289 -0.231 -0.398 0.021
H -2.254510 0.143714 -2.063397 -0.014 0.296 -0.127
H -2.044997 1.068811 -0.594596 -0.174 -0.222 0.522
H 1.446315 0.871143 1.209012 0.002 0.038 -0.085
H 2.288136 -0.423900 -1.024291 -0.007 0.150 0.014
H 2.473194 -1.128127 0.544508 -0.272 -0.251 0.368
H -0.097875 -0.405121 2.722917 -0.090 0.079 0.096
H -1.359262 0.594119 1.981410 0.006 -0.073 -0.074
C 0.425160 -0.425847 0.033683 -0.608 -1.614 0.727
N 0.487771 0.654684 0.980690 0.239 1.031 0.057
H -0.183363 -1.245127 0.470845 0.145 0.199 0.149
H -0.107462 -0.780192 -2.035422 -0.304 -0.755 0.452
H -0.025938 1.860182 -1.424932 0.200 0.072 0.150
O 0.319294 1.073221 -1.859857 -0.667 0.075 0.286
C -0.322467 -0.069425 -1.236149 1.023 0.999 -1.150
C 1.774687 -1.042536 -0.282360 0.395 0.594 -1.029
C -1.813669 0.116698 -1.066591 0.167 -0.216 -1.194
H -0.079362 1.369955 2.873239 0.161 0.012 -0.069
H 1.621932 -1.994432 -0.783320 0.111 -0.269 0.206
H -2.257452 -0.780808 -0.641676 -0.084 0.253 0.680
```
Forces are in eV/Å.

Results of the natural (NBO) charge analysis, in e, for atoms 1 through 4: atom 1 (C): -0.40, atom 2 (H): 0.22, atom 3 (H): 0.21, atom 4 (H): 0.36

The following is a quantum chemistry calculation of a cluster of 2 separate species, C5H13NO in total at a distorted geometry, from the Open Molecules 2025 dataset.

As for the energy relative to the best compared isomer or geometry (same formula, charge and spin): 67.9 kcal per mole. The SMILES is CN1CCCC1.O. The largest force on an atom is 4.8 eV/Å.

XYZ file:
```
20
Properties=species:S:1:pos:R:3:forces:R:3
N -2.327390 -0.134959 -0.872032 1.224 0.558 1.390
H 0.661239 0.899148 -1.145354 -0.031 1.032 -0.097
H 0.032867 -0.555278 1.352920 1.036 -1.282 0.586
H -3.741872 1.251639 -0.368882 -2.940 -0.398 2.418
C -1.041977 -0.356497 -1.619443 -2.475 -3.138 -1.105
H -2.589145 0.199961 1.406353 1.594 -1.480 -2.774
H -3.356380 1.314879 -1.955593 0.652 -0.102 0.471
H -1.292195 -1.464548 -1.903923 1.773 1.344 0.827
H 6.328727 -0.481390 3.157530 0.140 0.057 -0.187
H -2.176164 -1.479811 0.733693 0.865 0.763 -0.089
C -1.919685 -0.406209 0.521969 -1.917 0.246 2.004
H 7.088318 -1.257435 2.018649 -0.596 2.903 1.117
O 6.889483 -0.304303 2.388680 0.455 -2.961 -0.930
H -0.473717 0.942658 1.149670 0.236 2.277 0.159
H -1.076069 0.043066 -2.597810 -0.189 1.135 -0.907
H 1.054301 -0.758950 -0.812778 -1.709 0.883 -0.306
C -0.450245 0.040740 0.635025 -0.440 -1.028 -1.067
H -2.390268 2.142117 -0.692399 0.407 -1.469 -0.256
C -2.918764 1.147480 -0.935724 1.347 2.807 -3.678
C 0.181708 0.004999 -0.826375 0.566 -2.147 2.425
```
Forces are in eV/Å.

Results of the natural (NBO) charge analysis, in e, for atoms 1 through 4: atom 1 (N): -0.45, atom 2 (H): 0.22, atom 3 (H): 0.21, atom 4 (H): 0.20